1.
A 3-piece molecular cluster, C31H49N4O3PS2 overall, computed with ωB97M-V/def2-TZVPD.

- LUMO: -0.0201 Ha
- Orbital gap: 7.65 eV
- Net charge: 0
- SMILES string: C#C[N@@+](CCCSC(=S)N(c1ccccc1)c1ccccc1)([PH2]=O)C(=O)[O-].CCN(CC)CC.CCN(CC)CC
- Strongest force on any atom: 4.6 eV/Å

Structure (XYZ):
```
90
C31H49N4O3PS2 ωB97M-V/def2-TZVPD
C -0.07234 0.32728 -5.71748
C 0.92971 0.89455 -5.41241
N 2.10173 1.47550 -4.89607
C 1.69421 2.20139 -3.64017
C 2.87046 2.70827 -2.77345
C 2.83430 1.99406 -1.40986
S 3.20479 3.13033 -0.03551
C 3.54080 2.00560 1.28992
S 2.94792 0.49249 1.20397
N 4.35452 2.48876 2.37756
C 3.63863 2.60628 3.61462
C 2.26249 2.49230 3.73629
C 1.63418 2.63115 4.95951
C 2.34980 2.88606 6.11079
C 3.72699 3.03040 5.99395
C 4.34795 2.89784 4.77634
C 5.51018 1.61076 2.44761
C 5.63648 0.52800 3.29845
C 6.77469 -0.25565 3.24061
C 7.79047 -0.00087 2.34161
C 7.66213 1.09278 1.49872
C 6.53356 1.88199 1.55535
P 3.25027 0.11385 -4.64603
O 2.84292 -0.73794 -3.51973
C 2.70715 2.39708 -6.01795
O 2.63836 3.61083 -5.85960
O 3.19566 1.72079 -6.92768
H -1.07442 -0.03926 -5.71349
H 1.09894 3.05030 -3.97756
H 0.99952 1.55901 -3.10153
H 3.81429 2.52308 -3.28866
H 2.74883 3.78920 -2.70084
H 1.87682 1.52883 -1.18652
H 3.59487 1.21108 -1.38609
H 1.63869 2.29768 2.87321
H 0.55846 2.53518 5.06183
H 1.88795 2.97697 7.08529
H 4.30984 3.24110 6.88377
H 5.42530 3.00676 4.70233
H 4.85352 0.28457 4.00561
H 6.82964 -1.08482 3.93764
H 8.65561 -0.65052 2.30603
H 8.46204 1.31192 0.80047
H 6.42643 2.73318 0.89030
H 3.26721 -0.63344 -5.83132
H 4.53474 0.66011 -4.45982
C -2.34954 -2.37198 -2.12394
C -3.82581 -2.01680 -2.23167
N -4.19515 -1.42184 -3.50334
C -5.53414 -0.85448 -3.50313
C -6.72218 -1.80666 -3.32372
C -3.83842 -2.18654 -4.68610
C -4.39863 -3.60821 -4.82131
H -1.72101 -1.49694 -2.30024
H -2.13317 -2.74412 -1.12141
H -2.06132 -3.15492 -2.82679
H -4.04526 -1.29604 -1.43848
H -4.41811 -2.91899 -2.01298
H -5.67486 -0.28439 -4.42579
H -5.57575 -0.10910 -2.70241
H -6.92992 -2.37257 -4.23081
H -7.62175 -1.22980 -3.09879
H -6.57271 -2.50793 -2.50221
H -2.74671 -2.24924 -4.73306
H -4.11428 -1.60997 -5.57336
H -4.34725 -4.16599 -3.88554
H -3.81850 -4.16256 -5.56218
H -5.43126 -3.60599 -5.16604
C -0.99933 0.00443 3.12328
C -2.30637 -0.46859 2.50742
N -2.65276 -1.83717 2.83916
C -3.74407 -2.35164 2.03169
C -5.12327 -1.69786 2.18184
C -2.70470 -2.15311 4.25604
C -3.67558 -1.35370 5.13551
H -0.17598 -0.65113 2.83474
H -0.77141 1.01001 2.76414
H -1.04043 0.05312 4.21254
H -2.19524 -0.39888 1.42131
H -3.10331 0.23763 2.78943
H -3.84476 -3.42635 2.20826
H -3.44287 -2.26564 0.98187
H -5.62170 -2.00772 3.09935
H -5.76622 -2.00664 1.35399
H -5.07177 -0.60880 2.16378
H -1.69890 -2.03289 4.66681
H -2.91614 -3.21930 4.37068
H -3.66347 -0.28736 4.90563
H -3.39426 -1.46301 6.18513
H -4.69881 -1.71496 5.04358
```

Results of the Löwdin charge analysis, in e, for atoms 1 through 8: 0.206 -0.164 -0.231 -0.128 -0.209 -0.514 0.932 -1.050



2.
A 6-piece molecular cluster, C14H27FO23S6 overall, computed with ωB97M-V/def2-TZVPD.

- LUMO: 0.0003 Ha
- Orbital gap: 10.67 eV
- Net charge: 0
- SMILES string: O=S1(=O)CCC[C@H](F)O1.O=S1(=O)OCCO1.O=S1(=O)OCCO1.O=S1(=O)OCCO1.O=S1(=O)OCCO1.O=S1(=O)OCCO1
- Strongest force on any atom: 4.0 eV/Å

Structure (XYZ):
```
71
C14H27FO23S6 ωB97M-V/def2-TZVPD
O 2.12024 2.24205 6.23318
S 1.15154 1.73092 5.30615
O 1.39373 2.24771 3.99326
C 1.32314 -0.06594 5.36117
C 0.04647 -0.61713 6.05265
C -1.15611 -0.09177 5.24291
C -1.39236 1.41137 5.39407
F -1.84646 1.90337 4.19748
O -0.29565 2.13599 5.91216
H 1.28684 -0.46355 4.34319
H 2.24118 -0.35760 5.86611
H 0.06522 -1.70491 6.11661
H 0.00248 -0.16537 7.05173
H -0.92666 -0.26683 4.18349
H -2.05661 -0.64980 5.49481
H -2.20997 1.55535 6.10725
O -5.99750 -1.13524 3.97293
S -4.90005 -0.58853 3.26065
O -3.56388 -1.00983 3.50306
O -4.97334 1.00545 3.36968
C -5.02617 1.58226 2.05424
C -5.69850 0.53524 1.19656
O -5.18060 -0.71297 1.68773
H -4.00522 1.77190 1.72558
H -5.57908 2.51785 2.07266
H -5.47603 0.65601 0.13980
H -6.78090 0.53462 1.34099
O -5.42361 3.02383 -1.69603
S -4.07741 3.45010 -1.52767
O -3.74861 4.78332 -1.17827
O -3.25090 3.02741 -2.83261
C -2.14869 2.17653 -2.46712
C -2.61334 1.46274 -1.21970
O -3.35847 2.46090 -0.49262
H -1.28140 2.80844 -2.26581
H -1.91386 1.48782 -3.27381
H -1.79601 1.09312 -0.62253
H -3.29003 0.64187 -1.45939
O 0.37962 -2.06561 -2.78109
S -0.59872 -1.91042 -1.77827
O -1.20801 -0.65035 -1.51693
O -0.02883 -2.50267 -0.39498
C -0.90349 -3.52487 0.09770
C -1.54499 -4.11520 -1.14050
O -1.76493 -2.99100 -2.00047
H -1.64800 -3.05640 0.74585
H -0.34130 -4.26126 0.66648
H -2.48337 -4.61856 -0.92381
H -0.87058 -4.80697 -1.65014
O 2.74318 -1.48796 -4.70119
S 1.95857 -0.31396 -4.56801
O 0.61466 -0.35779 -4.12519
O 2.03799 0.50073 -5.95443
C 2.54391 1.82010 -5.72015
C 3.43795 1.68026 -4.50678
O 2.75268 0.74284 -3.66003
H 1.69633 2.48106 -5.52101
H 3.08359 2.17859 -6.59313
H 3.58693 2.62457 -3.98837
H 4.40899 1.25027 -4.76723
O 6.96894 -1.88602 -4.94621
S 6.46857 -1.05110 -3.91826
O 5.87398 0.21057 -4.19492
O 7.62482 -0.84889 -2.82306
C 7.16383 -1.28446 -1.53899
C 6.14695 -2.36403 -1.84201
O 5.45919 -1.89194 -3.00500
H 6.70200 -0.43338 -1.03387
H 7.99550 -1.65079 -0.94245
H 5.44876 -2.52192 -1.02441
H 6.63192 -3.31010 -2.09369
```

Results of the Löwdin charge analysis, in e, for atoms 1 through 8: -0.281 0.649 -0.260 -0.192 -0.188 -0.133 -0.380 0.044



3.
C39H80HgNO19S8 as an isolated structure, computed with ωB97M-V/def2-TZVPD.

- LUMO: -0.3287 Ha
- Orbital gap: 1.42 eV
- Net charge: +1
- Strongest force on any atom: 3.8 eV/Å

Structure (XYZ):
```
148
C39H80HgNO19S8 ωB97M-V/def2-TZVPD
Hg -17.85787 10.04128 -18.00349
O -21.57115 8.12366 -21.63127
C -20.60835 8.75332 -20.88874
O -20.79686 9.76774 -20.25021
O -19.47785 8.31111 -20.73709
H -22.25962 8.79236 -21.60966
C -19.58894 -1.51904 -21.28110
C -20.40858 -1.30766 -22.49070
N -20.97267 0.03788 -22.66825
C -21.41058 0.38639 -23.99673
C -22.71586 -0.31738 -24.43006
C -21.96203 0.37091 -21.69060
C -22.43976 1.82425 -21.69801
H -19.42886 -2.57590 -21.06780
H -20.10060 -1.18132 -20.37986
H -18.59366 -1.07585 -21.31406
H -19.68336 -1.45805 -23.29039
H -21.10234 -2.14796 -22.51684
H -21.44319 1.47205 -24.08824
H -20.58951 0.06904 -24.63956
H -22.87002 -0.03625 -25.47184
H -22.64855 -1.40504 -24.40587
H -23.51767 0.01476 -23.77062
H -21.50480 0.29706 -20.70388
H -22.79261 -0.33472 -21.70789
H -23.29859 2.09106 -22.31391
H -21.70415 2.57340 -21.99083
H -22.67004 2.08355 -20.66466
C -23.38594 5.80020 -27.07746
C -24.36563 5.62878 -28.19042
C -24.18987 6.60506 -29.26759
S -23.65419 8.19696 -28.60733
O -24.82519 8.90986 -28.19715
O -22.68830 8.78135 -29.56274
C -22.92186 7.33828 -27.09698
H -22.43278 5.27894 -26.98886
H -23.91956 5.48747 -26.17992
H -25.40729 5.63437 -27.86947
H -24.33771 4.63002 -28.62608
H -24.99126 6.81383 -29.97633
H -23.39330 6.18233 -29.87985
H -22.98222 7.96134 -26.20466
H -21.84168 7.30186 -27.23833
C -16.51468 13.21565 -24.59147
C -15.13968 13.86235 -24.57375
C -14.43119 13.55129 -23.25501
S -15.02362 11.81441 -22.85353
O -15.73582 11.76922 -21.57114
O -13.98112 10.76438 -23.17798
C -16.34665 11.78122 -24.15247
H -16.95973 13.23057 -25.58637
H -17.13536 13.74152 -23.86600
H -15.11902 14.93955 -24.73908
H -14.54926 13.39092 -25.35940
H -14.79266 14.17165 -22.43489
H -13.34785 13.47998 -23.35188
H -17.22996 11.30900 -23.72252
H -15.92366 11.15986 -24.94183
C -23.88682 9.28145 -13.97862
C -24.63024 10.16336 -14.96481
C -23.52843 10.81265 -15.86063
S -22.16965 11.26865 -14.70824
O -22.31761 12.60546 -14.19019
O -20.90481 10.85506 -15.23618
C -22.66088 10.06813 -13.41255
H -23.50862 8.41253 -14.51719
H -24.55616 8.88751 -13.21383
H -25.19525 10.88017 -14.36895
H -25.33944 9.60544 -15.57625
H -23.75034 11.58826 -16.59363
H -23.22166 9.95959 -16.46583
H -22.97738 10.63310 -12.53576
H -21.77644 9.48630 -13.15307
C -10.56564 7.47966 -19.42400
C -11.02744 6.07068 -19.88161
C -12.60408 6.07098 -19.87552
S -13.01207 6.93626 -18.27740
O -12.74692 6.11955 -17.07800
O -14.28842 7.63172 -18.46364
C -11.61540 8.12751 -18.44423
H -10.36528 8.12411 -20.27995
H -9.59996 7.52748 -18.92074
H -10.66803 5.29684 -19.20331
H -10.66932 5.82058 -20.88026
H -13.08137 5.09137 -19.84980
H -13.04409 6.68764 -20.65925
H -11.28041 8.66213 -17.55537
H -12.16611 8.90779 -18.96957
C -24.08606 13.95640 -25.36015
C -22.86700 14.39271 -24.52681
C -22.93396 13.94621 -23.03880
S -24.55009 13.08408 -22.85788
O -25.27967 13.61547 -21.70080
O -24.26498 11.67435 -22.97616
C -25.25151 13.73424 -24.43930
H -23.90281 12.93889 -25.70539
H -24.32034 14.58373 -26.22019
H -22.88240 15.48085 -24.58855
H -21.88914 14.19975 -24.96801
H -23.21712 14.82301 -22.45646
H -22.11243 13.50499 -22.47441
H -25.66034 14.66455 -24.04499
H -26.04771 13.07991 -24.79432
C -27.06191 6.67369 -22.44833
C -27.57197 7.28926 -21.09256
C -27.99953 6.16671 -20.09914
S -28.60478 4.73232 -21.17675
O -30.08579 4.71639 -21.26299
O -27.84692 3.48137 -20.98220
C -28.02286 5.53905 -22.79475
H -26.06047 6.35514 -22.15893
H -26.89420 7.44141 -23.20369
H -28.33515 8.05245 -21.24481
H -26.73348 7.86958 -20.70753
H -28.69087 6.44197 -19.30265
H -27.14906 5.64545 -19.65973
H -28.86097 6.10057 -23.20751
H -27.78268 4.75887 -23.51706
C -14.78198 2.79710 -24.46961
C -16.18998 2.66319 -23.74311
C -16.93066 3.99558 -23.89405
S -16.37516 4.74675 -25.53100
O -15.65124 5.96972 -25.28212
O -17.39271 4.63388 -26.54137
C -15.11730 3.44030 -25.79143
H -14.12843 1.92478 -24.47377
H -14.19777 3.56968 -23.96970
H -16.10307 2.41172 -22.68608
H -16.77198 1.81003 -24.09168
H -16.80685 4.71230 -23.08223
H -17.99609 3.81935 -24.04204
H -14.27039 3.94374 -26.25768
H -15.70350 2.79693 -26.44759
C -18.02701 2.43790 -15.30133
C -17.78889 2.46663 -16.78253
C -18.59106 3.58920 -17.47800
S -19.39332 4.59498 -16.18943
O -20.76671 4.08593 -16.12029
O -19.16341 6.02993 -16.33610
C -18.34512 3.86342 -14.85583
H -17.16015 1.92785 -14.88123
H -18.88225 1.78234 -15.13723
H -17.96845 1.47001 -17.18578
H -16.73668 2.62098 -17.02156
H -19.28493 3.32813 -18.27705
H -17.85106 4.24916 -17.93074
H -18.80730 3.93682 -13.87139
H -17.43691 4.45824 -14.95300
```

Results of the Löwdin charge analysis, in e, for atoms 1 through 8: 0.833 0.174 -0.753 0.189 0.219 0.125 -0.101 -0.252



4.
A 2-piece molecular cluster, C4H5N overall, computed with ωB97M-V/def2-TZVPD.

- LUMO: 0.0332 Ha
- Orbital gap: 10.06 eV
- Net charge: 0
- SMILES string: C=C=C.C#N
- Strongest force on any atom: 3.7 eV/Å

Structure (XYZ):
```
10
C4H5N ωB97M-V/def2-TZVPD
C -2.52501 -0.38118 -0.60923
C -1.66559 -0.12699 0.36308
C -0.57968 0.20109 0.95449
H -2.47275 0.40513 -1.38276
H -3.00582 -1.29387 -0.74249
H -0.43088 0.55219 1.96131
H 0.49654 -0.01672 0.58354
C 3.39187 0.28998 -0.37087
N 2.57572 -0.40224 0.04333
H 4.21560 0.77261 -0.80040
```

Results of the natural (NBO) charge analysis, in e, for atoms 1 through 8: -0.502 0.098 -0.518 0.224 0.218 0.217 0.255 0.095



5.
A 2-piece molecular cluster, C3HFO2 overall, computed with ωB97M-V/def2-TZVPD.

- ⟨S²⟩: 0.757
- LUMO (spin up / spin down): 0.1653 / 0.1645 Ha
- Orbital gap (spin up / spin down): 5.71 / 7.03 eV
- Net charge: -1
- Strongest force on any atom: 4.4 eV/Å
- Spin multiplicity: 2

Structure (XYZ):
```
7
C3HFO2 ωB97M-V/def2-TZVPD
O -1.38562 -0.94224 0.51941
O -0.43130 1.73410 0.13875
C -0.33668 -1.26475 -0.15477
C 0.74112 -0.43643 -0.36013
C -1.50370 1.47086 0.53777
F 1.74511 -0.37633 0.64635
H 1.17108 -0.18521 -1.32738
```

In the natural (NBO) picture, each atom carries the following charge in e: -0.695 -0.561 0.136 -0.053 0.474 -0.427 0.127



6.
A 2-piece molecular cluster, CN2O3 overall, computed with ωB97M-V/def2-TZVPD.

- LUMO: 0.0202 Ha
- Orbital gap: 12.77 eV
- Net charge: 0
- SMILES string: N#[N+][O-].O=C=O
- Strongest force on any atom: 1.5 eV/Å

Structure (XYZ):
```
6
CN2O3 ωB97M-V/def2-TZVPD
N 2.32511 -0.12358 0.16315
N 1.43533 -0.62319 -0.30879
O 0.48972 -1.14704 -0.80493
O -2.35202 0.12388 -0.15703
C -1.41517 0.62761 0.31425
O -0.48297 1.14232 0.79335
```

In the natural (NBO) picture, each atom carries the following charge in e: -0.051 0.416 -0.362 -0.502 1.031 -0.532



Q: What is the net charge in the sixth record?
A: 0



Q: Look up the strongest force on any atom of the second one.
A: 4.0 eV/Å